The following is a DFT calculation (ωB97M-V/def2-TZVPD) of a 11-piece molecular cluster, C36H82BClN10O14 overall.

- DFT total energy (a.u.) = -3506.7422
- multiplicity = 1
- gap between HOMO and LUMO (eV) = 8.42
- SMILES = O=C(Cl)CBCOCOCCO.CN(C)C=O.CN(C)C=O.CN(C)C=O.CN(C)C=O.CN(C)C=O.CN(C)C=O.CN(C)C=O.CN(C)C=O.CN(C)C=O.CN(C)C=O

XYZ file:
```
144
Properties=species:S:1:pos:R:3:lowdin_charge:R:1
O 2.02 0.30 2.57 0.03
C 1.31 0.14 1.62 -0.78
Cl 0.42 1.53 0.96 0.75
C 1.13 -1.16 0.89 -0.12
B -0.38 -1.56 0.57 -0.05
C -1.34 -0.70 -0.30 -0.19
O -2.70 -1.05 -0.02 -0.14
C -3.62 0.01 -0.15 -0.26
O -4.39 0.06 1.01 -0.08
C -5.79 0.14 0.79 -0.19
C -6.51 -0.56 1.94 -0.22
O -7.74 0.09 2.24 -0.07
H 1.73 -1.11 -0.03 0.12
H 1.58 -1.92 1.53 0.11
H -0.80 -2.58 1.02 0.09
H -1.13 -0.92 -1.36 0.14
H -1.17 0.37 -0.19 0.03
H -3.10 0.97 -0.31 0.08
H -4.25 -0.17 -1.03 0.13
H -6.13 1.18 0.80 0.13
H -6.08 -0.32 -0.15 0.09
H -6.69 -1.60 1.66 0.11
H -5.85 -0.58 2.81 0.12
H -8.46 -0.53 2.15 0.07
C -3.32 5.70 -1.46 -0.07
N -3.05 4.32 -1.11 -0.15
C -2.33 4.02 0.12 -0.03
C -3.44 3.29 -1.89 -0.31
O -3.23 2.12 -1.63 -0.03
H -2.39 6.25 -1.57 0.09
H -3.92 6.18 -0.69 0.10
H -3.86 5.74 -2.40 -0.02
H -1.42 3.46 -0.12 0.06
H -2.95 3.40 0.77 0.10
H -2.07 4.94 0.63 0.09
H -3.99 3.60 -2.79 0.10
C -7.52 3.64 -3.17 -0.06
N -6.93 2.35 -2.86 -0.17
C -5.52 2.15 -3.14 -0.04
C -7.64 1.35 -2.32 -0.34
O -7.19 0.25 -2.04 0.00
H -7.43 3.85 -4.23 0.08
H -7.01 4.43 -2.61 0.08
H -8.58 3.64 -2.90 0.08
H -5.39 1.32 -3.85 0.11
H -4.98 1.90 -2.23 0.07
H -5.11 3.06 -3.56 0.06
H -8.70 1.61 -2.14 0.13
C -4.88 -3.34 -0.87 -0.04
N -4.92 -4.79 -0.90 -0.19
C -4.36 -5.54 0.21 -0.04
C -5.46 -5.47 -1.93 -0.36
O -5.50 -6.68 -2.02 0.00
H -3.85 -2.99 -0.80 0.08
H -5.43 -2.97 0.00 0.08
H -5.34 -2.93 -1.77 0.09
H -3.55 -6.18 -0.14 0.09
H -5.12 -6.16 0.67 0.07
H -3.96 -4.84 0.95 0.09
H -5.86 -4.81 -2.72 0.13
C -3.43 -7.72 5.24 -0.06
N -4.23 -8.03 4.08 -0.20
C -4.14 -9.36 3.48 -0.04
C -5.06 -7.14 3.51 -0.35
O -5.74 -7.36 2.53 0.01
H -2.36 -7.83 5.01 0.09
H -3.68 -8.39 6.07 0.09
H -3.61 -6.70 5.55 0.08
H -3.81 -9.29 2.45 0.09
H -5.12 -9.84 3.49 0.09
H -3.43 -9.96 4.05 0.08
H -5.05 -6.16 4.03 0.14
C -5.49 9.15 -4.93 -0.05
N -5.76 7.85 -4.36 -0.18
C -7.08 7.27 -4.50 -0.03
C -4.82 7.15 -3.70 -0.28
O -5.00 6.05 -3.20 -0.02
H -6.14 9.90 -4.49 0.09
H -5.65 9.13 -6.01 0.09
H -4.45 9.43 -4.74 0.09
H -7.52 7.09 -3.51 0.10
H -7.03 6.32 -5.03 0.09
H -7.72 7.96 -5.05 0.09
H -3.85 7.66 -3.65 0.15
C 4.71 1.90 1.84 -0.04
N 5.38 1.63 0.58 -0.19
C 6.60 2.36 0.25 -0.05
C 4.91 0.73 -0.29 -0.36
O 5.43 0.44 -1.36 0.00
H 4.41 2.95 1.88 0.10
H 5.37 1.69 2.68 0.09
H 3.82 1.28 1.92 0.04
H 6.48 2.93 -0.66 0.09
H 7.42 1.65 0.10 0.08
H 6.86 3.03 1.06 0.08
H 3.98 0.24 0.06 0.12
C 11.95 2.12 -1.09 -0.05
N 10.77 2.96 -1.23 -0.19
C 10.38 3.44 -2.54 -0.04
C 10.01 3.29 -0.17 -0.35
O 8.99 3.95 -0.23 -0.01
H 12.84 2.65 -1.43 0.09
H 11.83 1.21 -1.68 0.09
H 12.08 1.85 -0.05 0.05
H 10.36 4.53 -2.55 0.09
H 9.38 3.09 -2.79 0.09
H 11.09 3.08 -3.28 0.08
H 10.40 2.88 0.78 0.14
C 9.76 -2.32 0.54 -0.05
N 10.96 -1.61 0.93 -0.19
C 12.23 -2.32 0.95 -0.03
C 10.94 -0.31 1.27 -0.36
O 11.92 0.33 1.61 0.00
H 9.57 -3.15 1.22 0.09
H 9.85 -2.70 -0.47 0.08
H 8.90 -1.64 0.58 0.08
H 12.66 -2.30 1.95 0.10
H 12.93 -1.85 0.27 0.08
H 12.07 -3.35 0.64 0.09
H 9.94 0.14 1.21 0.13
C -10.51 0.42 7.25 -0.06
N -10.00 0.26 5.91 -0.20
C -8.67 0.78 5.58 -0.04
C -10.69 -0.35 4.93 -0.35
O -10.28 -0.49 3.80 0.02
H -10.58 1.48 7.51 0.09
H -9.86 -0.08 7.97 0.09
H -11.51 -0.02 7.31 0.08
H -8.74 1.51 4.78 0.09
H -8.03 -0.03 5.24 0.09
H -8.24 1.24 6.47 0.08
H -11.68 -0.71 5.26 0.13
C 11.77 -4.87 -3.12 -0.06
N 12.98 -4.18 -2.74 -0.20
C 14.24 -4.90 -2.75 -0.04
C 12.98 -2.88 -2.39 -0.37
O 13.97 -2.25 -2.07 0.01
H 11.58 -5.71 -2.45 0.09
H 11.84 -5.25 -4.14 0.09
H 10.92 -4.19 -3.07 0.08
H 14.69 -4.88 -1.75 0.09
H 14.94 -4.42 -3.44 0.09
H 14.07 -5.93 -3.05 0.09
H 11.98 -2.42 -2.42 0.13
```